Entry 1
Molecular formula: C5H14O2
Method: DFT, wB97M-V/def2-TZVPD

Geometry (Å):
C1 -1.5457 -2.0040 0.8449
C2 -0.8207 -0.8716 0.7320
C3 -1.3728 0.4242 1.2303
C4 0.4243 -0.7170 -0.1267
C5 0.9948 -2.1095 -0.5675
H1 -2.4041 -2.0376 1.5169
H2 -1.0925 -2.9512 0.5461
H3 -2.2790 0.1807 1.8751
H4 -1.7825 1.1207 0.5151
H5 -0.7469 0.9008 1.9857
H6 0.2104 -0.0627 -0.9699
H7 1.1469 -0.2468 0.5472
H8 0.3044 -2.5069 -1.2916
H9 1.1062 -2.6178 0.3756
H10 1.9263 -2.1031 -1.1300
O1 2.3399 1.8093 -0.4038
H11 1.6162 2.4444 -0.4068
H12 3.2016 2.2169 -0.4586
O2 -0.0403 2.9237 -1.6037
H13 -0.8251 2.4081 -1.8228
H14 -0.3615 3.7996 -1.3875

## Properties
Spin multiplicity   1
HOMO-LUMO gap   9.596 eV

Mulliken analysis output, partial charges in e: -0.967 0.658 -1.275 0.143 -1.543 0.288 0.288 0.337 0.237 0.298 0.182 0.273 0.350 0.377 0.359 -0.606 0.326 0.282 -0.616 0.301 0.308



Entry 2
Molecular formula: C5H14O2
Method: DFT, wB97M-V/def2-TZVPD

Geometry (Å):
C1 2.0986 -1.8294 -0.4664
C2 0.9286 -1.2234 -0.2116
C3 -0.4270 -1.8889 -0.4244
C4 0.8058 0.1461 0.4143
C5 2.1259 0.8747 0.6149
H1 2.4000 -2.3693 -1.3559
H2 2.9113 -1.6220 0.2179
H3 -0.2043 -2.8670 -0.8194
H4 -1.0831 -1.3445 -1.1086
H5 -0.8847 -1.9210 0.5629
H6 0.1764 0.7766 -0.2130
H7 0.3371 0.0569 1.3970
H8 2.6558 0.9115 -0.3431
H9 2.8144 0.2845 1.2301
H10 2.0682 1.8478 1.0916
O1 -1.8973 1.6019 1.5025
H11 -2.3088 1.7845 0.6416
H12 -2.6056 1.9006 2.0878
O2 -2.4308 1.4464 -1.4540
H13 -1.4863 1.2962 -1.3095
H14 -2.7567 0.5802 -1.7235

## Properties
Spin multiplicity   1
HOMO-LUMO gap   9.234 eV

Mulliken analysis output, partial charges in e: -0.742 0.615 -1.224 0.308 -1.584 0.265 0.226 0.384 0.202 0.299 -0.141 0.273 0.370 0.321 0.406 -0.589 0.339 0.294 -0.712 0.357 0.333



Entry 3
Molecular formula: C5H14O2
Method: DFT, wB97M-V/def2-TZVPD

Geometry (Å):
C1 0.1379 0.0268 -0.8471
C2 -0.4441 0.2215 0.5504
C3 -1.2651 -0.6862 1.0880
C4 -1.5813 -0.7274 2.5510
C5 -1.9812 -1.7904 0.3265
H1 -0.2528 -0.8782 -1.2921
H2 -0.0644 0.8838 -1.4863
H3 1.2203 -0.0974 -0.7851
H4 0.0706 0.9859 1.1192
H5 -1.2559 -1.6405 3.0544
H6 -2.6284 -0.4809 2.7505
H7 -1.0676 0.0147 3.1843
H8 -2.0041 -1.6020 -0.7412
H9 -3.0245 -1.7987 0.6466
H10 -1.4981 -2.7408 0.5530
O1 3.1236 0.9421 0.7652
H11 3.6682 1.5420 1.2582
H12 3.1905 0.2295 1.4267
O2 0.8868 1.5274 -3.8064
H13 0.7039 2.2922 -3.2830
H14 1.8412 1.4749 -4.0305

## Properties
Spin multiplicity   1
HOMO-LUMO gap   9.269 eV

Mulliken analysis output, partial charges in e: -0.891 -0.267 0.832 -1.403 -1.293 0.264 0.155 0.258 0.352 0.322 0.314 0.340 0.360 0.359 0.298 -0.612 0.301 0.310 -0.640 0.322 0.318



Entry 4
Molecular formula: C5H14O2
Method: DFT, wB97M-V/def2-TZVPD

Geometry (Å):
C1 0.6810 -1.0936 0.4148
C2 2.0220 -0.4646 -0.0955
C3 1.9764 0.9633 -0.7138
C4 0.7349 1.8865 -0.4100
C5 -0.4671 1.5860 -1.2806
O1 -1.5676 2.5027 -1.1520
H1 0.7860 -2.1692 0.4934
H2 0.6093 -0.5945 1.3876
H3 -0.0984 -0.7721 -0.2631
H4 2.8682 -0.4385 0.6035
H5 2.3025 -1.1356 -0.9103
H6 2.8338 1.5740 -0.4459
H7 1.8337 0.7523 -1.7785
H8 0.5523 1.8442 0.6695
H9 1.0536 2.9054 -0.6192
H10 -0.0723 1.7536 -2.2953
H11 -0.9076 0.5889 -1.3655
H12 -1.5992 2.6931 -0.2218
O2 -4.4626 -4.2896 2.2746
H13 -3.8806 -3.7494 2.8215
H14 -5.1985 -4.3430 2.8867

## Properties
Spin multiplicity   1
HOMO-LUMO gap   11.058 eV

Mulliken analysis output, partial charges in e: -0.877 -0.483 -0.482 -0.673 -0.489 -0.520 0.371 0.248 0.131 0.294 0.300 0.367 0.178 0.400 0.347 0.266 0.325 0.298 -0.632 0.314 0.317



Which one sits at the bottom of the stability order? entry 2 does.



Entry 1
Molecular formula: C6H10N2O
Method: DFT, wB97M-V/def2-TZVPD

Geometry (Å):
C1 1.5208 0.7223 -0.3873
C2 0.1644 0.1891 0.1871
C3 0.5897 -0.3253 1.5552
C4 -0.9312 1.3087 0.0915
C5 -0.3951 -1.0433 -0.6295
C6 -1.6962 -1.4372 -0.0475
N1 -2.7713 -1.7307 0.2305
N2 -0.5857 -0.6217 -2.0946
O1 -0.1446 -1.3895 -2.8892
H1 1.3359 1.1270 -1.4105
H2 2.1269 -0.2092 -0.3394
H3 1.9603 1.5958 0.2592
H4 -0.3359 -0.7979 2.0524
H5 0.9547 0.5380 2.0077
H6 1.3654 -0.9791 1.5286
H7 -1.8467 0.8781 0.2531
H8 -0.8051 2.0468 0.8619
H9 -0.9606 1.9979 -0.6784
H10 0.4544 -1.8697 -0.5506

## Properties
Spin multiplicity   1
HOMO-LUMO gap   9.130 eV

Mulliken analysis output, partial charges in e: -1.488 1.055 -1.764 -1.831 0.472 0.083 -0.463 0.050 -0.328 0.379 0.411 0.376 0.354 0.527 0.501 0.450 0.475 0.400 0.344



Entry 2
Molecular formula: C6H10N2O
Method: DFT, wB97M-V/def2-TZVPD

Geometry (Å):
C1 -0.7361 1.9838 2.1264
C2 -0.8191 1.2471 1.0603
C3 -0.8944 0.4943 -0.0060
C4 -2.2325 0.2935 -0.6768
N1 0.2229 -0.2310 -0.4457
N2 0.0856 -1.0128 -1.6379
C5 1.4656 -0.2486 0.2402
C6 2.2670 -1.5195 0.0581
O1 1.9043 0.6417 0.9695
H1 0.1848 2.0005 2.7002
H2 -1.5637 2.6047 2.4450
H3 -2.3427 0.9823 -1.5203
H4 -2.3739 -0.7317 -1.0337
H5 -3.0535 0.4857 0.0244
H6 0.9865 -0.9989 -2.1229
H7 -0.5128 -0.4918 -2.2831
H8 2.7171 -1.5642 -0.9351
H9 1.6273 -2.3903 0.2328
H10 3.0675 -1.5450 0.8046

## Properties
Spin multiplicity   1
HOMO-LUMO gap (spin up / spin down)   7.314 / 7.281 eV

Mulliken analysis output, partial charges in e: -1.183 0.028 1.187 -1.687 0.528 -0.947 0.616 -1.182 -0.586 0.300 0.283 0.332 0.443 0.369 0.243 0.257 0.335 0.343 0.322



Entry 3
Molecular formula: C6H10N2O
Method: DFT, wB97M-V/def2-TZVPD

Geometry (Å):
C1 0.3280 1.8309 0.1405
C2 1.6225 1.1757 -0.4339
C3 1.3561 -0.2806 -0.2164
C4 0.0460 -0.5599 0.0292
C5 -0.7342 0.7250 0.0475
C6 -0.5141 -1.8764 0.3437
H1 -0.8504 3.4146 0.0684
H2 -0.2897 2.7621 -1.6703
H3 0.7307 2.2507 1.0318
H4 1.9694 1.2785 -1.3305
H5 2.7118 1.7330 0.1938
H6 2.0229 -1.3236 -0.1179
H7 -1.3378 0.8574 0.9019
H8 -1.2289 0.9140 -0.7904
H9 -2.1728 -2.9188 0.0748
H10 -2.2767 -1.4198 -0.8453
N1 0.1000 3.0976 -0.5663
N2 -1.7787 -2.0141 -0.1955
O1 -0.0192 -2.6527 1.0441

## Properties
Spin multiplicity   1
HOMO-LUMO gap   9.919 eV

Mulliken analysis output, partial charges in e: -0.125 -0.838 -0.181 0.504 -0.995 0.058 0.333 0.305 0.471 0.447 0.221 0.197 0.353 0.431 0.229 0.207 -0.719 -0.371 -0.526



Which one sits at the bottom of the stability order? entry 2 does.



Entry 1
Molecular formula: C3H8FN3
Method: DFT, wB97M-V/def2-TZVPD

Geometry (Å):
C1 -0.2289 -0.7943 2.2220
C2 0.3700 0.4122 -2.7188
C3 0.0943 0.5909 1.8969
N1 -0.5629 1.0532 -1.7978
N2 -0.3543 0.5468 -0.6647
N3 -1.1130 0.7215 0.3177
F1 -0.4491 1.4400 2.8024
H1 -1.3222 -1.1028 2.2932
H2 0.2318 -1.1002 3.2890
H3 0.3604 -1.5002 1.4776
H4 1.2289 1.0751 -2.9990
H5 -0.0700 0.1297 -3.5855
H6 0.6290 -0.4911 -2.3401
H7 0.9208 1.0280 1.5618
H8 -1.7874 1.4531 0.6134

## Properties
Spin multiplicity   1
HOMO-LUMO gap   9.507 eV

Mulliken analysis output, partial charges in e: -0.832 -0.746 0.114 -0.746 0.549 -0.541 -0.254 0.290 0.287 0.260 0.225 0.320 0.384 0.423 0.268



Entry 2
Molecular formula: C3H8FN3
Method: DFT, wB97M-V/def2-TZVPD

Geometry (Å):
H1 -0.8700 1.8485 -1.0114
N1 -1.7880 1.7434 -0.4173
C1 -1.8783 0.6003 0.1671
N2 -0.9953 -0.4504 0.3677
N3 -0.1803 -0.6506 -0.7313
C2 1.1548 -0.7806 -0.3435
C3 1.5118 0.4617 0.5239
F1 1.9270 1.7198 -0.1981
H2 -2.7464 0.3888 0.7344
H3 -1.3947 -1.2819 1.0037
H4 -0.5215 -1.5136 -1.2184
H5 1.9453 -0.9656 -1.1625
H6 1.1787 -1.8608 0.0475
H7 0.3615 0.5035 0.9281
H8 2.2955 0.2375 1.3101

## Properties
Spin multiplicity   1
HOMO-LUMO gap   10.005 eV

Mulliken analysis output, partial charges in e: 0.292 -0.613 -0.088 -0.285 -0.374 -0.498 -0.233 -0.320 0.394 0.257 0.263 0.289 0.326 0.315 0.276



Which one sits at the bottom of the stability order? entry 1 does.



Entry 1
Molecular formula: C36H39N3O5S2
Method: DFT, wB97M-V/def2-TZVPD

Geometry (Å):
C1 -3.8464 -2.0148 -0.3661
C2 -3.3371 -2.1791 -1.7817
C3 -4.1413 -3.1616 -2.5996
N1 -1.9704 -2.7089 -1.8054
N2 -1.7853 -3.8747 -2.3947
N3 -0.4552 -4.0900 -2.3708
C4 -0.0115 -5.4912 -2.5604
C5 -0.8482 -6.0303 -3.6970
C6 -0.1808 -6.2853 -1.2740
C7 0.1992 -3.0625 -1.7598
C8 1.6454 -3.0253 -1.7421
C9 2.3903 -2.6617 -0.5958
C10 3.7840 -2.6887 -0.6333
C11 4.4581 -3.0923 -1.7934
C12 3.7327 -3.4642 -2.9352
C13 2.3442 -3.3986 -2.9214
C14 -0.7805 -2.1594 -1.3155
C15 -0.6353 -0.9974 -0.5427
H1 -4.9113 -1.7559 -0.3934
H2 -3.7377 -2.9586 0.1833
H3 -3.3130 -1.2238 0.1659
H4 -3.3000 -1.1976 -2.2724
H5 -5.1777 -2.8316 -2.6827
H6 -3.7283 -3.2666 -3.6055
H7 -4.1253 -4.1503 -2.1280
H8 1.0428 -5.4403 -2.8376
H9 -0.7640 -7.1197 -3.7488
H10 -1.8952 -5.7464 -3.5488
H11 -0.4982 -5.6139 -4.6459
H12 0.1106 -7.3282 -1.4459
H13 0.4512 -5.8788 -0.4765
H14 -1.2313 -6.2675 -0.9544
H15 1.8391 -2.3921 0.3075
H16 4.3477 -2.3971 0.2542
H17 5.5486 -3.1135 -1.8134
H18 4.2487 -3.8006 -3.8356
H19 1.7680 -3.6204 -3.8253
H20 0.3536 -0.8889 -0.1126
H21 -1.5126 -0.3582 -0.4875
C16 -2.4408 1.6812 6.8286
O1 -1.9499 0.5353 6.0927
C17 -1.6964 0.6831 4.7659
C18 -1.0637 -0.3953 4.1002
C19 -0.5885 -0.2339 2.8125
C20 -0.6633 1.0144 2.1550
C21 0.0443 1.3237 0.9146
C22 0.9225 2.3720 0.8493
S1 1.5119 2.9074 -0.7533
C23 0.0086 3.2012 -1.6948
C24 -0.4694 2.2418 -2.5934
C25 -1.6826 2.4587 -3.2516
C26 -2.3854 3.6509 -3.0494
C27 -1.8930 4.6125 -2.1621
C28 -0.7026 4.3812 -1.4693
O2 2.1257 4.2079 -0.5918
O3 2.2139 1.8126 -1.3791
S2 1.2276 3.4679 2.2603
C29 2.7218 4.4654 2.0957
C30 2.5847 5.8518 2.0779
C31 3.7237 6.6575 2.0565
C32 4.9942 6.0745 2.0624
C33 5.1232 4.6813 2.1064
C34 3.9844 3.8712 2.1484
O4 0.1436 4.4398 2.1976
O5 1.4424 2.6670 3.4455
C35 -1.4544 2.0162 2.7722
C36 -1.9707 1.8690 4.0444
H22 -2.5473 1.3134 7.8491
H23 -1.7217 2.5131 6.7965
H24 -3.4145 2.0148 6.4425
H25 -0.9270 -1.3260 4.6475
H26 -0.1009 -1.0584 2.2918
H27 -0.1806 0.8922 -0.0400
H28 0.1039 1.3315 -2.7624
H29 -2.0670 1.6925 -3.9272
H30 -3.3201 3.8299 -3.5834
H31 -2.4277 5.5489 -1.9983
H32 -0.3234 5.1068 -0.7515
H33 1.5892 6.2897 2.0732
H34 3.5986 7.7406 2.0327
H35 5.8839 6.7064 2.0361
H36 6.1111 4.2176 2.1141
H37 4.0615 2.7871 2.2076
H38 -1.6912 2.9230 2.2198
H39 -2.5162 2.6969 4.5032

## Properties
Spin multiplicity   1
HOMO-LUMO gap   6.428 eV

Mulliken analysis output, partial charges in e: -1.137 0.475 -1.636 0.968 -1.057 0.694 0.396 -1.227 -1.466 -0.483 0.664 -0.317 -0.891 -0.382 -0.758 -0.499 0.855 -0.868 0.402 0.300 0.271 0.171 0.472 0.391 0.333 0.153 0.429 0.273 0.332 0.442 0.336 0.314 0.591 0.412 0.390 0.384 0.554 -0.178 0.167 -0.804 -0.446 0.809 -0.783 -0.085 0.004 0.549 -1.182 1.436 0.096 -0.108 -0.632 -0.419 -0.645 -0.322 -0.613 -0.696 1.704 -0.042 -0.188 -0.683 -0.364 -0.710 -0.201 -0.673 -0.662 -0.362 -0.417 0.243 0.342 0.309 0.433 0.404 -0.277 0.391 0.422 0.369 0.394 0.382 0.395 0.367 0.371 0.374 0.436 0.478 0.333



Entry 2
Molecular formula: C36H39N3O5S2
Method: DFT, wB97M-V/def2-TZVPD

Geometry (Å):
C1 2.1855 4.0424 0.1239
C2 3.0742 3.3319 -0.8810
C3 4.0266 4.2463 -1.6072
N1 2.3332 2.6428 -1.9509
N2 2.6939 2.9144 -3.1931
N3 2.0231 2.0386 -3.9908
C4 1.7147 2.5470 -5.3650
C5 2.9974 3.1232 -5.9302
C6 0.6118 3.5902 -5.2512
C7 1.2057 1.2367 -3.2368
C8 0.5146 0.1401 -3.8789
C9 -0.7959 -0.2955 -3.5570
C10 -1.4158 -1.2691 -4.3418
C11 -0.7352 -1.8705 -5.4075
C12 0.5996 -1.5304 -5.6655
C13 1.2106 -0.5214 -4.9307
C14 1.3652 1.6260 -1.8954
C15 0.6719 1.1307 -0.7985
H1 2.7953 4.7103 0.7470
H2 1.4311 4.6675 -0.3668
H3 1.6837 3.3244 0.7772
H4 3.6452 2.5765 -0.3226
H5 4.7684 4.6329 -0.9115
H6 4.5240 3.7312 -2.4325
H7 3.4871 5.0996 -2.0283
H8 1.4011 1.6793 -5.9540
H9 2.7604 3.8459 -6.7181
H10 3.5529 3.6301 -5.1347
H11 3.6244 2.3422 -6.3728
H12 0.4279 4.0568 -6.2240
H13 -0.3187 3.1275 -4.8998
H14 0.9372 4.3643 -4.5405
H15 -1.3096 0.1813 -2.7196
H16 -2.4472 -1.5490 -4.1222
H17 -1.2306 -2.6133 -6.0331
H18 1.1617 -2.0437 -6.4439
H19 2.2406 -0.2165 -5.1469
H20 -0.1471 0.4797 -1.0561
H21 0.9232 1.5009 0.1792
C16 -4.6961 2.9857 5.1033
O1 -4.3878 3.0363 3.6884
C17 -3.3597 2.2848 3.2126
C18 -3.1966 2.2731 1.8047
C19 -2.3336 1.3661 1.2269
C20 -1.6350 0.4182 2.0157
C21 -0.8855 -0.6816 1.4369
C22 -0.9447 -1.9406 1.9625
S1 0.1942 -3.1896 1.4218
C23 1.7600 -2.5770 2.0226
C24 2.6018 -1.9014 1.1409
C25 3.8155 -1.3878 1.6001
C26 4.1554 -1.5019 2.9529
C27 3.2896 -2.1541 3.8380
C28 2.0871 -2.6958 3.3743
O2 -0.0743 -4.4027 2.1624
O3 0.2276 -3.1578 -0.0218
S2 -2.2758 -2.4076 3.1102
C29 -2.6810 -4.1591 3.0707
C30 -2.4932 -4.9399 4.2099
C31 -2.9638 -6.2554 4.2275
C32 -3.6485 -6.7750 3.1244
C33 -3.8383 -5.9770 1.9898
C34 -3.3705 -4.6628 1.9686
O4 -1.7618 -2.1821 4.4524
O5 -3.4813 -1.7599 2.6392
C35 -1.6681 0.5838 3.4237
C36 -2.5129 1.4929 4.0284
H22 -5.5758 3.6237 5.2153
H23 -4.9204 1.9580 5.4269
H24 -3.8592 3.3767 5.6994
H25 -3.8135 2.9522 1.2149
H26 -2.1927 1.3636 0.1445
H27 -0.2518 -0.5192 0.5721
H28 2.2894 -1.7589 0.1096
H29 4.4808 -0.8873 0.8940
H30 5.0907 -1.0699 3.3185
H31 3.5405 -2.2335 4.8969
H32 1.3926 -3.1821 4.0560
H33 -1.9938 -4.5135 5.0761
H34 -2.8014 -6.8657 5.1172
H35 -4.0312 -7.7999 3.1453
H36 -4.3611 -6.3680 1.1163
H37 -3.5522 -4.0179 1.1133
H38 -1.0001 0.0062 4.0595
H39 -2.5549 1.5525 5.1186

## Properties
Spin multiplicity   1
HOMO-LUMO gap   6.096 eV

Mulliken analysis output, partial charges in e: -1.283 0.617 -1.533 0.919 -1.151 0.744 0.415 -1.191 -1.395 -0.812 0.716 -0.486 -0.798 -0.396 -0.752 -0.432 1.896 -0.870 0.408 0.313 0.326 0.051 0.475 0.344 0.350 0.191 0.396 0.248 0.318 0.456 0.310 0.300 0.564 0.399 0.384 0.399 0.498 -0.729 -0.030 -0.792 -0.437 0.791 -0.725 -0.456 0.020 0.181 -1.011 1.374 0.142 -0.103 -0.664 -0.386 -0.663 -0.296 -0.621 -0.691 1.643 -0.003 -0.154 -0.673 -0.375 -0.691 -0.274 -0.708 -0.683 -0.178 -0.415 0.240 0.339 0.313 0.435 0.336 0.226 0.397 0.412 0.364 0.382 0.401 0.397 0.373 0.363 0.374 0.428 0.523 0.360



Which one sits at the bottom of the stability order? entry 1 does.